{"formula": "C19H20HfN7OSe2", "method": "wB97M-V/def2-TZVPD", "orbital_gap_ev": 7.8836, "de_lowest_ev": 0.000, "max_force_ev_per_a": 1.07, "total_charge": 3, "e_homo_ev": -17.52, "elements": ["Hf", "N", "C", "C", "N", "C", "C", "N", "C", "C", "N", "H", "H", "H", "H", "H", "H", "Se", "Se", "C", "C", "C", "C", "C", "N", "C", "C", "C", "C", "C", "N", "H", "H", "H", "H", "H", "H", "H", "H", "N", "C", "O", "C", "C", "H", "H", "H", "H", "H", "H"], "positions_angstrom": [[0.147596, -0.303638, -0.042046], [-0.576355, 3.923350, 0.626392], [0.580698, 3.953751, 1.404511], [1.114878, 2.715246, 1.329523], [0.309730, 1.919554, 0.518797], [-0.709769, 2.692961, 0.116223], [-1.761285, 2.084329, -0.653806], [-1.749598, 0.765562, -0.821583], [-2.862958, 0.445952, -1.591139], [-3.545395, 1.593665, -1.855518], [-2.843443, 2.617290, -1.249621], [-1.188219, 4.715812, 0.459823], [0.930151, 4.832406, 1.888336], [2.040943, 2.367136, 1.733791], [-3.113144, -0.558654, -1.884564], [-4.456371, 1.744527, -2.415113], [-3.098062, 3.594872, -1.259878], [1.125941, -1.117108, 2.861879], [0.346477, -2.799396, 1.396156], [1.961130, -2.674408, 0.348472], [2.773529, -3.746668, 0.105626], [3.987664, -3.501357, -0.537590], [4.333454, -2.189479, -0.826808], [3.394655, -1.184949, -0.657517], [2.203478, -1.429367, -0.109028], [-0.575649, -0.285001, 3.110934], [-0.952185, 0.087596, 4.388881], [-2.188778, 0.714675, 4.509211], [-2.981313, 0.865167, 3.392993], [-2.504760, 0.475543, 2.153683], [-1.298058, -0.068409, 1.989635], [2.477857, -4.739539, 0.423434], [4.645711, -4.309896, -0.789877], [5.302848, -1.936030, -1.225591], [3.594171, -0.182135, -0.984450], [-0.304923, -0.103192, 5.225894], [-2.523510, 1.081653, 5.468152], [-3.990665, 1.291133, 3.450543], [-3.132463, 0.598264, 1.271989], [-0.198199, -3.045483, -3.223097], [0.017871, -1.917844, -2.582221], [-0.476772, -1.783962, -1.402235], [0.892330, -0.814664, -3.100608], [0.891204, 0.356269, -2.098164], [-0.763984, -3.775244, -2.835253], [0.150778, -3.189747, -4.156203], [0.577114, -0.505850, -4.105033], [1.883832, -1.235574, -3.224202], [0.243263, 1.142608, -2.483114], [1.868560, 0.818281, -2.060605]], "forces_ev_per_a": [[-0.20, -0.03, -0.07], [0.29, 0.20, 0.25], [-0.70, -0.27, -0.72], [-0.40, -0.30, -0.60], [-0.03, 0.23, 0.11], [0.89, -0.12, 0.58], [-0.71, -0.31, -0.25], [-0.10, -0.11, -0.26], [0.37, 0.44, 0.37], [0.02, 0.05, 0.08], [0.06, -0.20, -0.08], [0.17, -0.14, 0.11], [0.07, 0.50, 0.24], [0.19, -0.15, 0.21], [0.10, -0.03, 0.04], [0.10, 0.14, 0.09], [-0.07, -0.04, -0.13], [0.24, 0.18, -0.15], [-0.02, -0.08, 0.07], [-0.12, 0.37, -0.19], [0.08, -0.33, 0.03], [-0.19, 0.46, 0.06], [0.01, -0.15, -0.17], [0.04, -0.30, 0.03], [-0.19, -0.11, 0.27], [-0.30, 0.06, -0.10], [-0.19, 0.01, -0.77], [0.11, 0.13, 0.35], [-0.76, 0.30, -0.23], [-0.37, -0.05, -0.15], [0.45, -0.10, 0.26], [0.12, 0.04, 0.02], [0.28, -0.26, 0.07], [0.07, -0.05, -0.13], [0.01, 0.31, -0.05], [0.04, -0.04, 0.23], [-0.06, -0.10, 0.12], [0.53, -0.16, 0.09], [0.25, -0.06, 0.13], [0.27, 0.73, -0.21], [-0.19, -0.37, 0.43], [-0.09, -0.19, -0.35], [-0.28, 0.33, 0.07], [-0.22, -0.07, 0.16], [-0.29, -0.21, 0.28], [0.10, 0.05, -0.17], [-0.02, -0.20, 0.10], [0.31, -0.17, -0.06], [-0.08, 0.07, 0.00], [0.42, 0.11, -0.03]]}

{"formula": "C19H20N2O", "method": "wB97M-V/def2-TZVPD", "orbital_gap_ev": 2.5489, "de_lowest_ev": 5.024, "max_force_ev_per_a": 3.08, "total_charge": 0, "e_homo_ev": -5.35, "elements": ["C", "C", "N", "C", "C", "C", "N", "H", "H", "H", "H", "H", "H", "H", "C", "O", "C", "C", "C", "C", "C", "C", "C", "C", "C", "C", "C", "C", "C", "H", "H", "H", "H", "H", "H", "H", "H", "H", "H", "H", "H", "H"], "positions_angstrom": [[0.684286, -4.273786, 0.379232], [-0.662371, -3.682442, 0.396759], [-1.775172, -4.468688, 0.366100], [-2.838464, -3.628607, 0.383272], [-4.226678, -4.143560, 0.367501], [-2.337481, -2.286678, 0.423854], [-0.979119, -2.341875, 0.438268], [1.427841, -3.474997, 0.368107], [0.830977, -4.904041, 1.267260], [0.806187, -4.904271, -0.512444], [-4.945816, -3.320190, 0.363522], [-4.400716, -4.764654, -0.524182], [-4.420147, -4.770430, 1.251387], [-2.940099, -1.387133, 0.438314], [1.883065, 2.820364, -5.188992], [2.084793, 1.573029, -4.488784], [1.834761, 1.469747, -3.155586], [2.011806, 0.180347, -2.586676], [1.697414, -0.044494, -1.274630], [1.245474, 1.002117, -0.404122], [0.846806, 0.651498, 0.906483], [0.361365, 1.472921, 1.962461], [0.362269, 0.917151, 3.281299], [-0.038200, 1.651209, 4.384777], [-0.440291, 2.989711, 4.232910], [-0.473452, 3.556894, 2.950142], [-0.158773, 2.796092, 1.827305], [1.256416, 2.322825, -0.954872], [1.431796, 2.542450, -2.313825], [2.175787, 2.598588, -6.212523], [0.827879, 3.123048, -5.154788], [2.525346, 3.610202, -4.773591], [2.380993, -0.608626, -3.239253], [1.796958, -1.051378, -0.862733], [0.938516, -0.409116, 1.153100], [0.698835, -0.115099, 3.394530], [-0.045789, 1.192649, 5.375527], [-0.735120, 3.577313, 5.101562], [-0.764631, 4.602382, 2.825418], [-0.339389, 3.208065, 0.836895], [1.130731, 3.179473, -0.299985], [1.281406, 3.541971, -2.728983]], "forces_ev_per_a": [[0.36, 0.00, 0.02], [-2.94, 0.93, 0.04], [0.46, 0.16, -0.04], [1.53, 1.01, 0.08], [-0.34, -0.14, -0.04], [-0.22, -1.82, 0.06], [0.85, -0.12, -0.11], [0.15, -0.11, 0.02], [0.12, 0.09, -0.22], [0.09, 0.10, 0.22], [-0.01, -0.08, 0.00], [-0.02, 0.13, 0.23], [0.01, 0.13, -0.23], [0.31, 0.13, 0.00], [0.02, -0.23, 0.50], [-0.25, 0.15, 1.00], [-0.21, 0.01, -0.14], [0.07, 0.47, -0.53], [-0.14, -0.18, 0.35], [0.31, 0.11, -0.21], [0.30, -0.10, -0.55], [-0.76, 0.58, 1.00], [0.11, -0.03, -0.61], [-0.14, 0.38, 0.05], [0.32, -0.40, -0.41], [-0.09, -0.17, -0.03], [0.33, -0.24, 0.21], [-0.24, -0.22, -0.34], [0.25, -0.15, -0.07], [-0.05, 0.11, 0.08], [0.26, -0.09, 0.03], [-0.18, -0.22, -0.11], [-0.15, 0.11, 0.21], [-0.21, 0.27, -0.15], [-0.06, 0.15, -0.11], [-0.13, 0.27, 0.02], [0.04, 0.12, -0.35], [0.09, -0.14, -0.23], [-0.09, -0.41, 0.02], [0.06, -0.05, 0.37], [-0.09, -0.18, -0.28], [0.28, -0.32, 0.22]]}

{"formula": "C19H20N2O2", "method": "wB97M-V/def2-TZVPD", "orbital_gap_ev": 8.1187, "de_lowest_ev": 3.573, "smiles": "CN1CC[C@@]23NC(=O)C[C@@H](c4c(ccc5ccccc45)O2)[C@@H]3C1", "max_force_ev_per_a": 6.72, "total_charge": 0, "e_homo_ev": -7.97, "elements": ["C", "N", "C", "C", "C", "N", "C", "O", "C", "C", "C", "C", "C", "C", "C", "C", "C", "C", "C", "C", "O", "C", "C", "H", "H", "H", "H", "H", "H", "H", "H", "H", "H", "H", "H", "H", "H", "H", "H", "H", "H", "H", "H"], "positions_angstrom": [[0.375535, 2.731835, -3.568550], [0.004905, 1.317882, -3.688766], [1.290904, 0.493530, -3.702569], [2.053035, 0.399963, -2.413181], [1.238247, 0.066511, -1.151309], [1.279756, -1.328752, -1.083719], [0.097608, -2.069153, -0.803107], [0.206153, -3.312384, -0.976317], [-1.198930, -1.397722, -0.482626], [-1.019990, 0.079972, -0.078525], [-0.233141, 0.042361, 1.178286], [1.219069, 0.146142, 1.264776], [1.952043, 0.268448, 2.427637], [1.363001, -0.225491, 3.598130], [-0.036737, -0.540979, 3.517701], [-0.632044, -0.757458, 4.789830], [-1.961505, -1.109183, 4.887957], [-2.775321, -1.126564, 3.756711], [-2.245204, -0.629786, 2.498361], [-0.884158, -0.311299, 2.405209], [1.933193, 0.419193, 0.043479], [-0.224759, 0.749766, -1.189877], [-0.858336, 0.768195, -2.585142], [1.232279, 2.974012, -2.947537], [-0.465940, 3.314403, -3.393927], [0.753770, 3.008086, -4.666417], [1.863412, 0.931027, -4.426072], [0.977785, -0.541503, -4.026745], [2.417797, 1.339305, -2.307412], [2.909525, -0.276979, -2.451655], [2.162003, -1.710272, -1.076469], [-1.932968, -1.446592, -1.353561], [-1.615874, -1.935841, 0.423705], [-1.949692, 0.560974, 0.068088], [3.009043, 0.649572, 2.456397], [2.031528, -0.189341, 4.505257], [-0.067759, -0.843765, 5.649084], [-2.441413, -1.206728, 5.881320], [-3.786940, -1.565809, 3.687543], [-2.913657, -0.610054, 1.601366], [-0.087093, 1.771852, -0.849878], [-1.287957, -0.262703, -2.911983], [-1.751171, 1.365329, -2.505491]], "forces_ev_per_a": [[1.87, -0.93, -3.61], [1.08, -1.50, 1.90], [-3.89, -2.45, 0.68], [-0.59, -0.64, 1.02], [-0.46, 0.74, -0.42], [-6.70, -0.52, 0.12], [3.32, -3.60, -2.16], [-1.00, 2.69, 1.06], [-1.70, 0.13, 0.46], [1.68, -1.39, -1.20], [2.98, -0.05, 1.93], [-2.71, 1.74, -4.05], [0.97, -1.07, 2.15], [0.93, 1.41, -1.89], [0.50, 0.94, 3.03], [-1.99, -1.27, -2.00], [-0.54, 0.66, 0.95], [0.40, 0.78, -3.59], [-1.84, -1.34, 1.99], [1.36, -0.27, -0.85], [-0.19, 1.44, 1.80], [1.69, -0.85, 0.25], [-0.14, -1.00, -0.94], [-0.14, 0.03, 0.63], [-1.44, 1.17, 0.60], [-0.80, -0.28, 2.18], [1.75, 0.87, -1.99], [0.32, 0.98, 0.08], [1.60, 2.99, 0.82], [-0.10, 0.01, -0.28], [1.86, -1.59, -0.01], [1.02, -0.47, 1.12], [0.31, 0.25, -1.39], [-1.09, 0.49, 0.18], [-1.23, -0.60, -0.44], [-1.49, -0.34, -0.74], [1.39, 0.20, 1.59], [0.51, -0.40, -0.66], [0.57, 0.58, 0.59], [0.72, 0.03, 1.03], [0.43, 0.34, -0.24], [1.22, 1.56, 0.41], [-0.41, 0.54, -0.11]]}

{"formula": "C19H20N2O2", "method": "wB97M-V/def2-TZVPD", "orbital_gap_ev": 8.3192, "de_lowest_ev": 18.202, "max_force_ev_per_a": 16.96, "total_charge": 0, "e_homo_ev": -8.50, "elements": ["N", "C", "O", "C", "C", "H", "H", "C", "N", "C", "O", "C", "C", "C", "C", "C", "C", "H", "H", "C", "C", "C", "C", "C", "C", "H", "H", "H", "H", "H", "H", "H", "C", "C", "H", "H", "H", "H", "H", "H", "H", "H", "H"], "positions_angstrom": [[-6.626819, -1.158653, 0.479028], [-5.364600, -1.060592, -0.297910], [-5.320763, -1.001233, -1.528917], [-4.234502, -0.866987, 0.563394], [-3.003484, -1.480885, -0.299601], [-3.264193, -1.304090, -1.169257], [-2.921011, -2.480185, 0.240457], [-1.829384, -0.450319, 0.104485], [-2.069126, 0.937583, -0.240330], [-0.987057, 1.727730, -0.475653], [-1.303217, 3.123488, -0.784331], [0.263594, 1.329353, -0.475539], [0.977294, 0.801627, 0.748747], [2.286366, 0.640578, 0.973521], [3.005312, 0.335400, -0.348069], [2.352017, 0.578296, -1.328256], [1.153579, 0.895585, -1.477546], [0.633322, 1.222009, -2.407256], [3.104003, 0.592145, -2.422454], [4.377512, -0.070299, -0.022707], [5.229752, 0.393427, 0.727651], [6.467077, 0.054452, 1.044921], [7.039613, -0.891270, 0.065018], [6.125769, -1.476822, -0.772481], [4.879116, -0.914426, -1.265018], [4.296625, -1.483047, -1.770349], [6.552200, -2.466928, -1.635682], [8.104788, -1.187497, 0.034443], [7.171250, 0.336848, 1.744673], [4.961674, 1.124761, 1.567178], [2.720048, 0.461848, 1.850401], [0.355013, 1.114903, 1.640827], [-3.359902, 1.417501, -0.149419], [-4.208586, 0.541397, 0.894164], [-5.213514, 1.046520, 0.993690], [-3.643507, 1.010585, 1.913686], [-3.343263, 2.465637, -0.187240], [-3.844966, 1.201026, -0.882523], [-1.641202, -0.509029, 1.324206], [-1.040787, -0.726019, -0.196062], [-4.344732, -1.473505, 1.679178], [-6.855787, -1.046097, 1.635519], [-7.635543, -1.304823, -0.088578]], "forces_ev_per_a": [[-3.24, -0.36, -0.03], [-5.08, -0.03, -0.37], [-0.72, -0.39, 2.33], [1.96, -3.83, 2.98], [2.55, 1.48, 12.31], [-2.04, 0.34, -8.68], [0.55, 1.07, -1.87], [-10.29, 1.46, 7.16], [3.96, -1.18, -0.15], [-9.92, 9.14, -2.02], [2.04, -7.16, 1.53], [10.81, -6.57, 2.26], [-4.59, 4.64, 2.72], [-0.90, -1.61, -7.28], [5.32, -0.22, 16.10], [6.01, -0.76, -13.58], [-12.41, 6.00, -2.82], [1.39, -0.84, -0.28], [-2.42, -0.38, 2.87], [-5.66, -4.60, -14.07], [2.52, 6.72, 10.74], [4.86, -4.93, -5.45], [-0.43, 1.14, 2.69], [-0.08, -2.45, -7.23], [5.73, 2.57, 10.71], [-3.90, -3.20, -3.76], [-0.99, 3.05, 2.94], [-0.86, 0.01, 0.40], [0.51, 1.42, 1.70], [-0.85, -0.47, -1.33], [1.50, -0.58, 3.50], [0.67, -0.92, -0.42], [1.52, 0.45, 7.38], [2.36, 7.23, 3.27], [0.91, -0.84, -0.33], [-1.54, -2.40, -1.97], [-0.10, 1.57, 1.18], [-5.12, -2.45, -9.59], [-0.84, -0.04, -2.70], [10.89, -3.62, -4.67], [0.17, 1.37, -3.36], [1.69, -0.46, -4.68], [4.07, 0.68, 1.87]]}

{"formula": "C19H20N2O4", "method": "wB97M-V/def2-TZVPD", "orbital_gap_ev": 8.8486, "de_lowest_ev": 3.516, "smiles": "CCOc1ccc(-c2[nH]ncc2Oc2ccccc2OCC)c(O)c1", "max_force_ev_per_a": 0.77, "total_charge": 0, "e_homo_ev": -8.06, "elements": ["C", "C", "O", "C", "C", "C", "C", "C", "N", "N", "C", "C", "O", "C", "C", "C", "C", "C", "C", "O", "C", "C", "C", "O", "C", "H", "H", "H", "H", "H", "H", "H", "H", "H", "H", "H", "H", "H", "H", "H", "H", "H", "H", "H", "H"], "positions_angstrom": [[6.518025, 1.848597, -0.354606], [5.090913, 1.429826, -0.670380], [4.780850, 0.313768, 0.143438], [3.549293, -0.239468, 0.059053], [3.305751, -1.326652, 0.905943], [2.085254, -1.953406, 0.884102], [1.052772, -1.534660, 0.036640], [-0.206295, -2.264495, 0.047808], [-0.269969, -3.588519, 0.335315], [-1.507376, -4.072409, 0.333021], [-2.294893, -3.054505, 0.051651], [-1.537166, -1.890426, -0.144260], [-2.023172, -0.657105, -0.522084], [-2.188416, 0.324319, 0.447425], [-1.714033, 0.162125, 1.740013], [-1.829773, 1.174529, 2.674038], [-2.425961, 2.369124, 2.316322], [-2.924455, 2.527656, 1.038775], [-2.829425, 1.518491, 0.083118], [-3.333898, 1.835762, -1.143311], [-3.876494, 0.836943, -1.989734], [-5.043813, 0.093597, -1.350143], [1.295075, -0.434281, -0.799273], [0.398883, 0.056427, -1.681128], [2.538303, 0.194359, -0.783000], [6.602942, 2.113829, 0.695595], [7.199887, 1.028118, -0.560389], [6.794921, 2.704743, -0.962936], [4.396252, 2.253563, -0.457473], [4.999430, 1.157736, -1.730682], [4.090336, -1.652394, 1.568780], [1.908919, -2.777932, 1.559479], [0.508882, -4.205458, 0.501595], [-3.357348, -3.173339, -0.008895], [-1.238463, -0.768293, 2.012388], [-1.446356, 1.024651, 3.671151], [-2.514475, 3.172303, 3.031285], [-3.404792, 3.445528, 0.738523], [-4.221285, 1.400791, -2.861037], [-3.106640, 0.129717, -2.313955], [-4.707109, -0.483832, -0.492384], [-5.800162, 0.800414, -1.016215], [-5.486011, -0.583980, -2.075235], [-0.494421, -0.281951, -1.502698], [2.665532, 1.026201, -1.455655]], "forces_ev_per_a": [[-0.40, -0.22, 0.00], [0.18, 0.34, -0.21], [-0.02, -0.16, 0.14], [-0.31, -0.19, 0.04], [0.21, 0.01, 0.00], [0.06, 0.26, -0.12], [0.11, 0.23, -0.08], [-0.57, 0.26, -0.17], [0.06, 0.41, -0.12], [-0.41, -0.63, 0.18], [0.28, 0.15, -0.06], [0.52, -0.32, 0.13], [0.14, -0.07, -0.09], [-0.07, 0.27, 0.18], [0.02, -0.12, -0.06], [0.01, 0.00, 0.02], [-0.02, 0.02, 0.02], [0.01, -0.14, -0.12], [0.01, -0.03, 0.11], [0.36, 0.11, 0.22], [-0.38, -0.43, -0.37], [0.34, 0.27, -0.05], [0.10, -0.32, 0.26], [-0.09, -0.03, -0.06], [0.14, 0.20, -0.09], [0.04, 0.06, 0.09], [0.10, -0.04, -0.03], [0.05, 0.09, -0.05], [0.02, -0.13, -0.06], [-0.06, 0.03, 0.12], [0.10, -0.04, 0.09], [-0.01, -0.06, 0.09], [-0.12, 0.06, -0.06], [-0.26, -0.06, -0.01], [0.03, -0.05, -0.02], [0.04, -0.01, 0.09], [-0.02, 0.08, 0.06], [-0.07, 0.09, -0.06], [0.06, -0.11, 0.09], [-0.14, 0.19, 0.00], [-0.01, -0.09, 0.08], [-0.09, 0.03, 0.01], [-0.06, -0.09, -0.07], [0.08, 0.09, 0.00], [0.06, 0.11, -0.06]]}